1.
DFT (the ωB97M-V functional and the def2-TZVPD basis) results for an isolated molecule of C4H8O2.

The geometry in XYZ format:
```
14
Properties=species:S:1:pos:R:3:forces:R:3:lowdin_charge:R:1
C 0.08216 0.97676 -1.30183 -0.01 0.07 -0.05 -0.066
C 0.39901 -0.03582 -0.20938 0.02 0.03 -0.05 -0.335
C 0.07165 -1.45436 -0.63055 -0.06 -0.08 -0.30 -0.223
O -0.27915 -1.76412 -1.74564 0.12 0.12 0.46 0.055
C -0.30754 0.29403 1.10471 -0.14 0.23 -0.31 -0.251
O 0.20901 -0.55884 2.10835 -0.13 0.00 0.29 -0.064
H 0.57748 0.70722 -2.23746 -0.07 0.02 0.13 0.083
H 0.41375 1.97800 -1.00783 -0.05 -0.14 -0.03 0.080
H -0.99380 1.01467 -1.50403 0.14 -0.03 0.04 0.089
H 1.47692 -0.03084 0.01389 -0.10 -0.02 -0.02 0.154
H 0.17919 -2.21749 0.16652 -0.03 0.07 -0.12 0.129
H -0.12945 1.35355 1.34656 -0.02 -0.19 -0.02 0.124
H -1.39553 0.15843 0.98356 0.18 0.01 0.03 0.133
H -0.30369 -0.42117 2.91314 0.13 -0.08 -0.07 0.093
```
Forces are in eV/Å.

Properties
- Kohn-Sham gap (eV) = 10.3
- charge = 0
- ΔE to the lowest compared entry with this formula, charge and spin (kJ/mol) = 110.86
- molecular weight (u) = 88.106
- lowest unoccupied orbital energy (eV) = 0.70
- HOMO energy (eV) = -9.62
- SMILES = C[C@H](C=O)CO

=====

2.
DFT (the ωB97M-V functional and the def2-TZVPD basis) results for a cluster of 10 separate species, C67H84F3N9O4 in total.

The geometry in XYZ format:
```
167
Properties=species:S:1:pos:R:3:forces:R:3:lowdin_charge:R:1
C 5.23136 -4.63501 0.73648 0.64 0.75 1.25 -0.151
C 5.07112 -3.03447 0.42172 0.59 0.12 -0.95 -0.263
C 3.89517 -2.69394 -0.71540 1.42 0.47 0.50 -0.181
C 4.19574 -1.14842 -1.28087 -0.32 -0.93 -0.70 -0.175
C 2.93881 -0.12755 -1.04662 -0.36 -0.52 -0.63 -0.084
C 3.31094 1.46612 -1.03484 0.33 2.66 -0.11 -0.249
O 2.94061 2.28623 -2.23566 -0.93 -2.49 0.35 -0.088
C 4.89438 1.93265 -0.84386 2.08 0.68 -2.76 -0.153
O 5.75794 2.46656 -1.71155 -5.52 -3.82 6.61 0.037
O 5.06734 1.61084 0.61232 -0.84 1.35 -2.38 -0.067
C 3.92884 2.27539 1.33037 1.14 0.66 0.24 -0.197
C 4.66947 3.61747 1.91039 0.04 1.65 1.60 -0.240
C 6.29366 3.48009 2.11652 0.36 -0.45 0.26 -0.091
C 4.40411 4.98637 1.03012 -0.75 -0.74 -0.21 -0.177
C 5.51596 6.16991 1.25350 -0.06 0.04 -0.45 -0.266
C 4.97002 7.60176 0.62754 0.55 -1.00 -0.51 -0.148
C 3.55029 1.37616 2.64966 -0.72 -2.21 2.35 -0.131
F 2.52295 2.01508 3.54557 3.39 -1.92 -3.07 0.004
F 4.72199 1.09139 3.54743 -3.83 0.99 -3.04 0.013
F 2.97877 0.02375 2.31690 1.87 4.24 1.01 -0.003
C 2.72419 2.39651 0.22576 -1.33 -0.74 -1.10 -0.100
C 1.16539 2.04780 0.68425 -0.08 0.55 0.13 -0.126
C 0.04384 2.43573 -0.46196 -0.79 -0.47 -0.35 -0.189
C -1.05639 3.55560 0.01170 -0.84 0.82 -1.20 -0.210
C -2.61320 3.12314 -0.42009 0.03 -0.59 0.62 -0.171
C -3.09095 1.79927 0.48345 0.57 0.85 -0.64 -0.216
O -4.50594 1.47649 0.21782 1.28 0.93 2.37 -0.243
C -5.38731 2.06025 1.25687 -1.37 -0.24 -0.57 -0.259
C -6.79227 1.16467 1.21257 0.94 0.41 0.21 -0.113
H 6.27544 -4.78328 1.29466 -2.22 0.28 -1.16 0.083
H 4.40959 -4.93129 1.51661 1.45 0.14 -1.82 0.053
H 5.27575 -5.31413 -0.21558 -0.41 1.45 1.78 0.080
H 4.93724 -2.36419 1.39965 0.11 -1.63 -2.02 0.116
H 6.10814 -2.68532 -0.05501 -2.23 -0.66 0.92 0.092
H 2.82579 -2.80352 -0.24342 2.03 0.12 -1.15 0.102
H 4.10074 -3.43159 -1.60481 -0.81 1.30 1.80 0.111
H 4.35011 -1.25502 -2.45947 -0.12 0.46 2.63 0.128
H 5.20479 -0.83234 -0.78115 -2.03 -0.17 -0.97 0.095
H 2.31328 -0.49015 -0.09962 1.57 1.22 -1.87 0.113
H 2.19881 -0.28946 -1.96917 1.54 0.44 1.97 0.142
H 2.17659 1.86237 -2.72633 1.31 0.46 0.97 0.098
H 4.22196 3.84508 2.99191 0.84 -0.60 -2.28 0.153
H 6.64655 4.26343 2.94552 -0.85 -1.61 -2.06 0.097
H 6.64765 2.42813 2.52045 -0.95 2.13 -0.97 0.091
H 6.82875 3.68584 1.08117 -1.03 -0.45 2.28 0.094
H 4.34869 4.63997 -0.10833 0.25 1.11 2.29 0.123
H 3.31703 5.36306 1.34974 2.35 -0.59 -0.88 0.132
H 6.51876 5.91558 0.66330 -2.23 0.42 1.34 0.117
H 5.79873 6.24011 2.39588 -0.71 0.07 -2.31 0.109
H 4.73355 7.38191 -0.52132 0.27 0.60 2.54 0.088
H 4.01310 8.01821 1.18402 2.13 -0.83 -1.20 0.083
H 5.87763 8.34126 0.62967 -1.97 -1.14 0.19 0.072
H 2.55315 3.42160 -0.34487 1.10 -1.81 1.77 0.157
H 0.93221 2.76122 1.61214 0.56 -1.88 -1.82 0.124
H 1.00328 0.91353 0.93773 0.53 2.37 -0.14 0.106
H -0.58043 1.45485 -0.73274 1.53 2.05 0.60 0.112
H 0.49898 2.80939 -1.47718 -0.63 -0.73 2.10 0.107
H -1.02406 3.83688 1.14695 0.01 -0.80 -2.04 0.105
H -0.85154 4.56059 -0.58954 -0.27 -2.02 1.40 0.111
H -2.69723 2.86692 -1.57568 0.31 0.54 2.45 0.122
H -3.37905 4.00350 -0.18520 1.74 -1.85 -0.48 0.115
H -2.46308 0.83802 0.22341 -1.22 1.96 0.46 0.123
H -2.88097 2.10710 1.60306 -0.62 -0.82 -2.04 0.123
H -5.57604 3.19456 0.93742 0.23 -2.39 1.07 0.120
H -4.93227 1.97819 2.34819 -0.70 0.23 -2.31 0.120
H -6.52089 0.04340 1.51831 -0.65 2.50 -0.78 0.088
H -7.25868 1.18301 0.12708 0.96 -0.08 2.43 0.070
H -7.52210 1.63118 2.00574 1.33 -0.96 -1.70 0.056
C -8.71355 6.51494 3.95553 0.00 0.00 0.00 -0.082
C -9.23673 6.19464 2.70725 0.12 0.04 0.26 -0.078
C -8.74833 5.07077 2.06032 0.66 -0.63 0.25 -0.141
N -7.78879 4.26788 2.57022 -0.37 0.90 0.55 0.059
C -7.29883 4.60524 3.78290 -0.27 -0.31 -0.84 -0.146
C -7.72558 5.70625 4.50786 -0.20 0.15 -0.13 -0.078
H -9.07243 7.38757 4.49347 0.04 -0.10 -0.06 0.104
H -10.00663 6.80511 2.24918 0.07 -0.07 0.03 0.101
H -9.12701 4.77723 1.08559 0.01 0.04 0.07 0.105
H -6.52725 3.94541 4.16968 -0.05 0.06 0.01 0.101
H -7.29792 5.92849 5.47893 -0.02 -0.04 -0.09 0.101
C -8.86188 -3.51577 -1.98428 -0.02 0.01 0.02 -0.085
C -7.89895 -2.63810 -2.47107 -0.18 -0.15 0.11 -0.082
C -7.75277 -1.41131 -1.84357 -0.46 0.38 0.72 -0.146
N -8.49493 -1.01493 -0.78648 -0.14 -1.00 -0.55 0.059
C -9.42295 -1.88758 -0.33734 0.60 0.75 -0.07 -0.143
C -9.64061 -3.13692 -0.89562 0.20 -0.08 -0.26 -0.081
H -9.00459 -4.48681 -2.44942 0.02 0.10 0.05 0.102
H -7.27681 -2.90300 -3.31844 -0.04 0.04 0.08 0.099
H -7.01278 -0.69301 -2.18433 -0.02 -0.06 0.01 0.103
H -10.00768 -1.54444 0.51157 0.00 -0.09 -0.15 0.084
H -10.39901 -3.79829 -0.49227 0.05 0.09 0.00 0.091
C -13.85348 -4.09410 2.21577 0.00 0.00 0.01 -0.081
C -13.17027 -3.13727 2.95886 -0.14 -0.18 -0.17 -0.076
C -12.53836 -2.10789 2.27973 0.05 0.18 -0.92 -0.147
N -12.54359 -1.98067 0.93469 -0.51 -0.80 0.52 0.054
C -13.21355 -2.92569 0.24004 0.47 0.70 0.35 -0.158
C -13.87853 -3.98917 0.82887 0.03 0.00 0.28 -0.078
H -14.36200 -4.91490 2.71309 0.06 0.10 -0.06 0.105
H -13.13107 -3.19137 4.04090 0.01 0.02 -0.10 0.101
H -11.99481 -1.33490 2.81517 -0.04 -0.07 0.00 0.104
H -13.20087 -2.80213 -0.83926 -0.02 -0.03 0.07 0.105
H -14.40260 -4.71826 0.22138 0.05 0.08 0.04 0.101
C -1.65707 -5.14818 0.61515 0.01 0.02 -0.01 -0.079
C -0.97386 -4.19135 1.35824 -0.14 -0.18 -0.13 -0.071
C -0.34195 -3.16197 0.67911 0.04 0.15 -0.94 -0.157
N -0.34718 -3.03475 -0.66593 -0.44 -0.73 0.47 0.049
C -1.01714 -3.97978 -1.36058 0.48 0.69 0.35 -0.154
C -1.68213 -5.04325 -0.77175 0.03 0.02 0.29 -0.080
H -2.16559 -5.96899 1.11247 0.06 0.10 -0.05 0.105
H -0.93466 -4.24546 2.44028 0.03 0.02 -0.09 0.104
H 0.20160 -2.38898 1.21455 -0.03 -0.07 0.03 0.095
H -1.00447 -3.85622 -2.43988 -0.02 -0.04 0.08 0.100
H -2.20619 -5.77235 -1.37924 0.06 0.08 0.03 0.099
C 1.28051 2.02493 -7.37838 -0.01 0.05 -0.03 -0.076
C 2.31800 2.18080 -6.46523 -0.23 -0.06 -0.18 -0.073
C 2.65411 1.10130 -5.66408 -0.30 -0.84 0.08 -0.160
N 2.02937 -0.09555 -5.71514 -0.30 0.75 -0.56 0.051
C 1.02497 -0.21622 -6.61017 0.64 -0.04 0.63 -0.155
C 0.61912 0.80359 -7.45586 0.17 0.22 0.05 -0.077
H 0.98952 2.84830 -8.02415 0.01 -0.08 0.04 0.095
H 2.85245 3.12010 -6.37963 -0.03 -0.10 0.02 0.102
H 3.45884 1.17221 -4.93811 -0.02 0.06 -0.04 0.098
H 0.53757 -1.18697 -6.63006 0.02 0.08 -0.03 0.100
H -0.19307 0.64997 -8.15730 0.07 0.00 0.07 0.101
C 2.74535 4.59298 -12.34940 -0.01 0.00 -0.01 -0.081
C 3.07205 5.02178 -11.06726 -0.08 -0.08 -0.24 -0.078
C 2.04528 5.20031 -10.15402 -0.92 -0.13 -0.12 -0.160
N 0.74187 4.98552 -10.43746 0.75 -0.18 -0.66 0.049
C 0.45537 4.57149 -11.69084 0.07 0.27 0.87 -0.153
C 1.41191 4.36144 -12.67105 0.27 0.06 0.10 -0.079
H 3.52321 4.44069 -13.09196 -0.09 0.02 0.09 0.105
H 4.10148 5.21198 -10.78555 -0.10 -0.02 -0.01 0.102
H 2.24954 5.53069 -9.13973 0.03 -0.01 -0.07 0.100
H -0.59930 4.40811 -11.89403 0.09 0.00 -0.02 0.101
H 1.12463 4.02626 -13.66119 0.01 0.03 0.10 0.101
C 6.07116 -6.51990 5.69382 0.00 0.01 0.01 -0.078
C 5.87822 -5.22934 5.21245 0.02 -0.26 0.10 -0.068
C 4.84111 -5.01064 4.31985 -0.62 -0.57 -0.36 -0.162
N 4.00655 -5.98031 3.88556 0.79 -0.20 0.69 0.049
C 4.21966 -7.22343 4.36897 -0.24 0.77 -0.43 -0.158
C 5.22678 -7.53952 5.26659 0.14 0.22 0.08 -0.084
H 6.87294 -6.72959 6.39583 -0.09 0.03 -0.08 0.105
H 6.51962 -4.41318 5.52507 -0.08 -0.06 -0.04 0.104
H 4.64787 -4.02020 3.91818 0.05 -0.04 0.04 0.103
H 3.53698 -7.98517 4.00290 0.06 0.03 0.05 0.106
H 5.35050 -8.55568 5.62349 -0.02 0.07 -0.05 0.101
C 0.83948 -7.33781 8.33946 0.01 -0.01 -0.01 -0.084
C 1.87161 -6.97096 7.48235 -0.26 -0.07 0.20 -0.075
C 1.65893 -5.91056 6.61605 -0.67 0.60 -0.17 -0.142
N 0.50384 -5.21268 6.55208 0.08 -0.78 0.67 0.056
C -0.48055 -5.59314 7.39509 0.61 0.33 -0.62 -0.156
C -0.36146 -6.63696 8.29851 0.24 -0.13 -0.01 -0.083
H 0.96962 -8.16311 9.03342 -0.02 0.09 -0.07 0.103
H 2.81912 -7.49768 7.48894 -0.06 0.07 -0.03 0.094
H 2.43496 -5.58415 5.92985 -0.07 -0.07 0.07 0.081
H -1.39938 -5.01798 7.32252 0.05 -0.06 0.04 0.099
H -1.18480 -6.89780 8.95375 0.06 0.04 -0.07 0.099
C 9.52012 1.30201 -1.24643 -0.01 0.01 0.01 -0.072
C 10.71120 0.66691 -1.58179 -0.25 0.09 0.09 -0.082
C 10.87186 -0.66029 -1.21725 -0.60 -0.58 0.47 -0.158
N 9.93890 -1.37447 -0.55025 -0.11 0.94 -0.27 0.051
C 8.79368 -0.73051 -0.23680 0.77 -0.50 -0.18 -0.147
C 8.53934 0.59237 -0.56115 0.16 0.12 -0.10 -0.066
H 9.35746 2.34135 -1.51654 -0.02 -0.12 0.03 0.107
H 11.49549 1.19247 -2.11463 -0.06 -0.07 0.04 0.098
H 11.78232 -1.20086 -1.45912 -0.04 0.07 0.00 0.098
H 8.06094 -1.32564 0.30101 0.02 0.08 -0.03 0.088
H 7.60008 1.05846 -0.28579 0.09 -0.03 -0.03 0.078
```
Forces are in eV/Å.

Properties
- Kohn-Sham gap (eV) = 9.5
- charge = 0
- molecular weight (u) = 1136.462
- lowest unoccupied orbital energy (eV) = 0.50
- HOMO energy (eV) = -8.96
- SMILES = CCCCC[C@]1(O)C(=O)O[C@]([C@@H](C)CCC)(C(F)(F)F)[C@@H]1CCCCCOCC.c1ccncc1.c1ccncc1.c1ccncc1.c1ccncc1.c1ccncc1.c1ccncc1.c1ccncc1.c1ccncc1.c1ccncc1

=====

3.
DFT (the ωB97M-V functional and the def2-TZVPD basis) results for a cluster of 2 separate species, C3H9NO2S2 in total.

The geometry in XYZ format:
```
17
Properties=species:S:1:pos:R:3:forces:R:3:lowdin_charge:R:1
N 0.15937 1.83163 -0.65530 -0.72 -2.84 -0.06 0.074
C -0.49280 0.66386 0.01166 -0.42 1.86 -2.46 -0.385
C -1.15151 0.82632 1.41641 0.87 0.12 -3.59 -0.212
O -1.00034 1.85073 1.98263 -0.37 1.12 1.89 0.088
C 0.58087 -0.37840 0.12890 0.91 -0.06 -2.42 -0.461
S 0.78379 -1.66971 -1.28990 0.37 2.37 0.46 0.371
S 0.93929 -3.37585 -0.22691 -1.29 -0.07 0.25 0.290
H -0.23368 2.71119 -0.69244 -1.76 1.88 0.15 0.012
H 1.00462 1.95193 -0.23171 2.97 0.57 1.19 0.029
H -1.27347 0.53582 -0.79510 0.19 -1.23 1.35 0.153
H -1.78650 -0.02553 1.64585 -0.33 -0.34 0.97 0.127
H 0.38115 -0.89647 0.97122 -0.89 -2.62 2.54 0.000
H 1.54908 0.04662 0.43051 -0.11 0.30 -0.79 0.099
H -0.42159 -3.26903 -0.12191 0.66 -1.05 0.47 -0.176
O -1.31628 4.65422 0.24912 -1.23 -1.82 -1.64 -0.114
H -1.83575 4.15733 -0.49712 1.40 1.40 2.33 0.090
H -1.15499 3.98543 0.95096 -0.25 0.40 -0.64 0.014
```
Forces are in eV/Å.

Properties
- Kohn-Sham gap (eV) = 9.7
- charge = 0
- ΔE to the lowest compared entry with this formula, charge and spin (kJ/mol) = 264.96
- molecular weight (u) = 155.244
- lowest unoccupied orbital energy (eV) = 0.44
- HOMO energy (eV) = -9.23
- SMILES = N[C@H](C=O)CSS.O

=====

Maximum force across the listed records, respectively: 0.49 9.42 3.75 eV/Å.